{"formula": "C6H21NSi3", "method": "ωB97M-V with the def2-TZVPD basis set", "total_energy_ev": -31682.302, "lumo_ev": 0.41, "charge": 0, "symbols": ["C", "C", "C", "C", "C", "C", "N", "Si", "Si", "Si", "H", "H", "H", "H", "H", "H", "H", "H", "H", "H", "H", "H", "H", "H", "H", "H", "H", "H", "H", "H", "H"], "positions_angstrom": [[1.031412, -0.099111, -2.484808], [0.061241, 2.127205, -1.321212], [2.007035, -1.147040, 1.085354], [1.142698, 0.994499, 2.026718], [0.111927, 0.607406, -1.469202], [1.391610, 0.186344, 0.778436], [0.221358, 0.004562, -0.124297], [-1.502791, -2.800380, -0.604871], [-2.767874, 0.950339, 1.173530], [-1.154324, -0.767891, 0.491431], [0.908248, 0.264320, -3.504613], [2.040105, -0.078422, -2.203490], [0.893151, -1.146344, -2.490229], [0.871857, 2.567743, -0.723537], [-0.994582, 2.259646, -1.003907], [0.173301, 2.562381, -2.360921], [2.778295, -0.856712, 1.732413], [1.284845, -1.757700, 1.587147], [2.481457, -1.583113, 0.261521], [0.474492, 0.450168, 2.575754], [0.698529, 1.919891, 1.752742], [1.901234, 1.273545, 2.668955], [-0.850291, 0.260270, -1.807026], [2.129264, 0.687345, 0.256591], [-0.521131, -3.666371, -1.367034], [-2.302157, -3.669851, 0.251088], [-2.590757, -2.294323, -1.606095], [-4.050148, 0.430564, 1.581203], [-2.074567, 1.647632, 2.343993], [-2.924356, 2.032349, 0.221020], [-0.869083, -1.358950, 2.283347]], "atomic_forces_ev_per_a": [[-0.42, 1.18, 0.11], [-0.27, -0.18, -2.38], [-0.67, 1.03, 0.74], [-1.00, 0.43, -2.05], [0.78, -1.05, 0.83], [-0.56, -0.65, -0.84], [0.71, 0.33, 0.82], [-1.61, 0.39, -1.30], [1.51, -0.43, 0.41], [-0.23, -0.73, 3.37], [0.03, 0.18, 0.06], [1.79, 0.78, 0.33], [-0.97, -1.27, 0.02], [-0.60, -0.27, 0.17], [1.02, 0.85, 0.31], [-0.28, -0.16, 1.06], [1.34, -0.29, 1.45], [-0.12, -0.74, 0.26], [0.24, -0.92, -1.44], [-2.02, -1.16, 1.81], [-0.74, 0.87, -0.30], [2.35, 0.00, 0.91], [-0.91, 0.27, -0.22], [1.45, 1.32, -1.64], [-0.09, 0.69, 0.44], [-0.05, -0.32, 0.36], [0.85, -0.56, 0.33], [-0.64, -0.21, 0.20], [-0.33, -0.55, -0.49], [-0.23, 0.28, -0.59], [-0.34, 0.90, -2.76]]}

{"formula": "C33H53BN8P2PbS3", "method": "ωB97M-V with the def2-TZVPD basis set", "total_energy_ev": -104010.820, "de_lowest_kcal_mol": 47.5, "lumo_ev": 0.16, "charge": 0, "symbols": ["Pb", "C", "C", "C", "P", "C", "C", "C", "C", "C", "C", "C", "C", "C", "N", "C", "C", "C", "C", "C", "C", "P", "C", "C", "C", "C", "C", "C", "H", "H", "H", "H", "H", "H", "H", "H", "H", "H", "H", "H", "H", "H", "H", "H", "H", "H", "H", "H", "H", "H", "H", "H", "H", "H", "H", "H", "H", "H", "H", "H", "H", "H", "H", "H", "N", "N", "C", "N", "S", "H", "H", "H", "H", "H", "C", "N", "C", "C", "N", "B", "N", "C", "C", "N", "C", "C", "S", "C", "S", "H", "H", "H", "H", "H", "H", "H", "H", "H", "H", "H", "H"], "positions_angstrom": [[-0.337673, 0.708294, 0.351282], [0.441872, -2.817039, 4.321342], [0.208292, -1.589727, 3.440455], [0.214524, -0.341561, 4.333392], [1.286345, -1.227125, 1.974907], [3.019815, -1.659252, 2.461702], [3.976777, -0.960089, 1.492554], [3.320921, -3.155634, 2.503857], [0.816986, -2.374437, 0.638910], [0.147553, -3.673037, 0.980829], [-1.431300, -4.951463, 0.196398], [-1.016307, -3.173388, -1.525201], [0.365563, -2.578572, -1.863221], [0.949359, -1.873416, -0.629744], [1.380864, -0.575755, -0.803451], [2.161983, -0.216496, -1.867367], [3.188064, -1.076277, -2.320572], [4.025332, -0.732163, -3.358450], [3.906568, 0.506482, -3.984322], [2.952845, 1.389108, -3.514935], [2.077768, 1.058271, -2.476959], [0.974084, 2.289856, -1.741870], [2.170866, 3.629466, -1.308934], [3.149801, 3.114726, -0.254805], [1.467285, 4.901881, -0.840634], [-0.073802, 2.994791, -3.101681], [0.605758, 3.887269, -4.139470], [-0.829210, 1.856117, -3.787115], [-0.340324, -2.859107, 5.083440], [1.398171, -2.745847, 4.844752], [0.418954, -3.763833, 3.783770], [-0.791744, -1.659388, 2.998725], [1.169623, -0.240341, 4.857424], [-0.573136, -0.419167, 5.085857], [0.040020, 0.573065, 3.766556], [3.148260, -1.222104, 3.458562], [3.859327, -1.365321, 0.484900], [5.013878, -1.114222, 1.799854], [3.784196, 0.112343, 1.436552], [3.148890, -3.597255, 1.519030], [2.710702, -3.691045, 3.229558], [4.370685, -3.321456, 2.760434], [0.559293, -4.051233, 1.915154], [-2.082039, -5.811454, 0.257929], [-1.591123, -3.215577, -2.455620], [0.171427, -1.771160, -2.570529], [3.326504, -2.017207, -1.804210], [4.798345, -1.424768, -3.669908], [4.563833, 0.785126, -4.796614], [2.892842, 2.373051, -3.962671], [2.731405, 3.838857, -2.226073], [2.622366, 2.836675, 0.660605], [3.867356, 3.897499, 0.001145], [3.705050, 2.246040, -0.611157], [1.044169, 4.755907, 0.153074], [0.662777, 5.211634, -1.510560], [2.184983, 5.723273, -0.783779], [-0.798626, 3.608173, -2.555411], [1.201981, 3.295169, -4.833635], [1.245869, 4.651810, -3.699881], [-0.158712, 4.396413, -4.731505], [-0.138017, 1.241771, -4.367178], [-1.580550, 2.257772, -4.470504], [-1.328773, 1.195291, -3.076676], [-1.992114, 3.385407, 0.109764], [-1.891795, 4.341941, 1.120258], [-1.025344, 4.206531, 2.144235], [-1.174965, 5.132989, 3.120246], [0.209217, 3.082202, 2.261062], [-2.225293, 3.851851, -0.757003], [-2.719267, 2.707291, 0.370606], [-2.693159, 4.938705, 1.272726], [-2.030653, 5.653478, 3.219671], [-0.616860, 4.999366, 3.944937], [1.236862, -3.626806, -2.571469], [-0.871584, -4.555722, -1.072036], [0.051928, -4.841305, -0.003929], [-1.430679, -3.735777, 1.101180], [-2.157055, -2.592116, 0.564592], [-3.273119, -2.110209, 1.595731], [-4.252408, -1.089149, 1.000526], [-5.273780, -1.424774, 0.138298], [-5.974295, -0.311505, -0.145404], [-5.376867, 0.718147, 0.560364], [-5.836276, 2.086446, 0.561934], [-4.312688, 0.233183, 1.256604], [-3.266266, 1.153934, 2.240420], [-1.841030, -2.227724, -0.643753], [-2.292812, -0.747073, -1.390695], [0.613102, -4.257129, -3.206425], [1.754538, -4.277596, -1.868144], [1.980648, -3.145200, -3.198779], [0.783673, -5.625281, -0.143970], [-1.774185, -3.915887, 2.115623], [-3.890719, -3.125049, 1.850081], [-2.733188, -1.665591, 2.569095], [-5.403772, -2.435176, -0.204533], [-6.834605, -0.150786, -0.769462], [-6.871986, 2.137204, 0.898534], [-5.764364, 2.514368, -0.439513], [-5.207636, 2.646600, 1.250319]], "atomic_forces_ev_per_a": [[-0.10, -0.14, -0.03], [0.01, -0.01, 0.01], [-0.05, -0.03, 0.02], [-0.03, 0.00, -0.01], [-0.03, 0.09, 0.11], [0.07, 0.00, -0.09], [0.00, 0.01, 0.02], [0.01, -0.01, -0.01], [0.01, 0.00, -0.01], [-0.02, 0.02, 0.00], [0.05, 0.02, 0.02], [-0.02, 0.02, 0.02], [0.02, 0.02, 0.02], [0.04, -0.07, 0.06], [-0.15, 0.16, -0.12], [0.05, -0.11, 0.08], [-0.03, -0.02, -0.05], [0.00, 0.01, 0.00], [0.00, -0.01, 0.00], [-0.01, 0.01, 0.00], [0.06, 0.04, 0.03], [0.08, 0.03, -0.06], [-0.03, 0.00, -0.05], [0.02, 0.01, 0.01], [-0.01, 0.01, 0.00], [-0.02, -0.03, -0.01], [0.00, -0.02, -0.02], [-0.01, -0.01, 0.02], [0.01, 0.00, 0.01], [0.01, -0.01, -0.01], [0.00, 0.03, 0.03], [0.03, 0.00, -0.01], [0.01, 0.01, -0.02], [0.02, -0.02, 0.03], [-0.02, -0.01, -0.01], [-0.02, -0.02, 0.02], [0.00, 0.01, 0.00], [0.00, -0.01, 0.00], [0.00, 0.00, 0.01], [-0.01, 0.00, 0.00], [0.00, 0.01, -0.01], [0.00, 0.00, 0.00], [-0.05, -0.01, -0.05], [0.00, -0.01, -0.01], [0.05, 0.01, -0.02], [0.00, 0.00, 0.00], [0.00, -0.03, -0.01], [0.00, -0.01, -0.01], [0.00, 0.00, 0.00], [0.01, 0.01, 0.01], [0.00, 0.03, 0.02], [0.00, 0.01, -0.01], [0.01, 0.00, 0.00], [-0.01, 0.00, -0.01], [-0.03, -0.02, 0.02], [0.02, 0.01, -0.03], [0.00, 0.00, 0.02], [-0.01, 0.01, 0.01], [0.01, -0.01, 0.01], [-0.01, 0.01, 0.01], [0.00, 0.00, -0.01], [0.01, -0.01, 0.00], [0.00, 0.00, -0.01], [0.00, 0.02, 0.00], [-0.15, -0.22, 0.05], [-0.01, 0.01, 0.02], [0.05, 0.01, -0.01], [-0.03, -0.02, 0.04], [0.06, 0.12, 0.03], [0.06, 0.01, -0.02], [0.12, 0.02, 0.04], [-0.01, -0.03, 0.03], [0.00, 0.01, -0.01], [-0.01, -0.01, 0.01], [0.00, 0.02, 0.01], [-0.08, -0.02, -0.01], [0.03, -0.03, 0.02], [-0.02, 0.00, 0.00], [0.02, -0.05, 0.11], [0.05, 0.03, -0.08], [-0.08, 0.03, 0.14], [-0.03, 0.04, 0.02], [-0.03, -0.06, 0.00], [0.05, 0.03, -0.03], [-0.01, 0.00, 0.00], [0.04, -0.06, -0.05], [0.04, 0.15, -0.11], [-0.01, 0.07, -0.07], [-0.03, -0.05, -0.08], [0.00, 0.00, 0.01], [0.01, 0.00, 0.00], [0.02, 0.02, -0.01], [0.00, 0.00, -0.01], [0.00, 0.01, 0.01], [-0.01, 0.00, -0.03], [-0.02, -0.02, 0.04], [-0.01, -0.01, 0.01], [0.00, 0.00, -0.01], [0.00, 0.00, 0.00], [0.00, 0.00, 0.00], [-0.01, -0.01, 0.01]]}

{"formula": "C5H11NO", "method": "ωB97M-V with the def2-TZVPD basis set", "total_energy_ev": -8898.124, "de_lowest_kcal_mol": 82.4, "lumo_ev": 0.81, "charge": 0, "symbols": ["C", "N", "C", "O", "C", "C", "C", "H", "H", "H", "H", "H", "H", "H", "H", "H", "H", "H"], "positions_angstrom": [[-1.077500, 0.854632, 2.389132], [-0.724663, 0.262225, 1.081863], [0.545850, -0.059473, 0.885175], [1.575271, -0.000347, 1.559167], [0.682579, -0.621628, -0.518084], [-0.956202, -0.703015, -1.471790], [1.585596, 0.213575, -1.393532], [-1.839535, 0.266669, 2.913049], [-1.454383, 1.878848, 2.286136], [-0.185322, 0.897407, 3.041569], [-1.042725, -0.157834, -0.113533], [0.984744, -1.673113, -0.459478], [-1.131777, 0.181021, -2.103410], [-1.959013, -1.157180, -1.259765], [-0.458322, -1.464972, -2.046450], [1.711391, -0.241429, -2.378188], [1.175503, 1.223620, -1.497466], [2.568507, 0.300994, -0.914394]], "atomic_forces_ev_per_a": [[-0.26, -0.04, -0.23], [0.14, -0.32, -0.74], [0.35, -0.34, -0.61], [-0.58, 0.22, 0.21], [-1.16, -0.24, -0.94], [1.20, -0.24, -0.14], [-0.07, -0.03, -0.10], [0.09, 0.03, -0.22], [0.03, -0.19, -0.13], [-0.25, -0.16, -0.55], [-0.43, 1.35, 3.30], [-0.15, 0.22, -0.15], [0.42, -0.19, 0.38], [0.96, 0.31, 0.67], [-0.13, -0.24, -0.71], [0.02, 0.14, 0.03], [0.08, -0.14, -0.06], [-0.24, -0.12, -0.01]]}